# 1
{"formula": "C10H50O15", "method": "wB97M-V/def2-TZVPD", "max_force_ev_per_a": 3.234, "spin_multiplicity": 1, "orbital_gap_ev": 9.7, "e_above_lowest_kcal_mol": 46.8, "e_homo_ha": -0.3701, "elements": ["O", "H", "H", "O", "H", "H", "O", "H", "H", "O", "H", "H", "O", "H", "H", "O", "H", "H", "O", "H", "H", "O", "H", "H", "O", "H", "H", "O", "H", "H", "C", "C", "O", "H", "H", "H", "H", "H", "H", "C", "C", "O", "H", "H", "H", "H", "H", "H", "C", "C", "O", "H", "H", "H", "H", "H", "H", "C", "C", "O", "H", "H", "H", "H", "H", "H", "C", "C", "O", "H", "H", "H", "H", "H", "H"], "positions_angstrom": [[-1.732823, -3.463222, -4.264033], [-1.289823, -3.946542, -3.566623], [-2.589633, -3.244512, -3.897593], [1.575847, 5.132258, 0.821107], [1.295207, 6.042138, 0.723147], [1.335327, 4.716448, -0.006833], [1.594787, 2.008948, 5.279607], [2.277157, 2.201958, 4.636687], [0.816147, 2.453018, 4.943807], [-0.941553, 0.479378, -4.189523], [-0.803403, -0.424922, -4.471273], [-1.867803, 0.517608, -3.951103], [-6.140043, 2.357308, 0.390727], [-5.666343, 3.134238, 0.687727], [-6.976343, 2.394088, 0.854927], [1.092857, -6.202512, 2.102777], [1.489517, -6.849222, 1.519117], [0.983017, -5.423102, 1.558087], [-0.852683, 3.629418, 3.097837], [-0.159553, 3.883648, 2.488597], [-1.625513, 4.105738, 2.794397], [-4.373153, 0.552338, -2.489433], [-4.932293, 0.836758, -1.766463], [-4.431773, -0.402972, -2.476693], [0.362677, -5.165602, -1.371953], [0.950697, -5.920092, -1.337133], [-0.511453, -5.536892, -1.252443], [2.220327, -1.684542, 4.488897], [1.709807, -0.922872, 4.763647], [1.895307, -1.887582, 3.611767], [3.404517, -1.882982, -4.036043], [4.635637, -2.287802, -3.153843], [5.353257, -3.225782, -3.936953], [3.834667, -1.536992, -4.975913], [2.815017, -1.144502, -3.492683], [2.797717, -2.736222, -4.339163], [4.226867, -2.901912, -2.351423], [5.145557, -1.361922, -2.887733], [5.273907, -4.053772, -3.457653], [-0.910063, 5.455968, -3.326143], [0.401767, 4.811828, -3.556203], [0.410037, 3.784418, -2.633513], [-1.103983, 5.740188, -2.291873], [-1.675053, 4.740388, -3.627533], [-0.982993, 6.404948, -3.857393], [1.283187, 5.439088, -3.422943], [0.269247, 4.543438, -4.604293], [0.039207, 3.020278, -3.080943], [-5.871853, -2.654242, 3.928297], [-6.011313, -4.179022, 4.042287], [-7.299753, -4.538342, 4.256507], [-6.299953, -2.284222, 2.996677], [-4.817323, -2.398192, 3.825827], [-6.361143, -2.139432, 4.755137], [-5.292843, -4.527442, 4.784247], [-5.712843, -4.639512, 3.100507], [-7.456933, -5.484132, 4.207797], [5.490037, 2.761948, 0.257227], [5.459927, 2.041208, 1.652417], [4.676877, 2.785928, 2.544967], [5.731027, 3.816378, 0.392127], [4.517507, 2.718788, -0.233113], [6.250447, 2.242868, -0.326223], [6.457727, 1.963988, 2.084287], [5.059667, 1.027968, 1.617337], [4.063697, 3.222158, 1.948877], [-1.134583, -0.372382, 1.181257], [0.322577, -0.494792, 0.633927], [0.738057, -1.781822, 0.959707], [-1.258243, -0.300072, 2.261797], [-1.785763, -1.181962, 0.851637], [-1.543653, 0.582468, 0.851077], [1.004037, 0.261708, 1.023047], [0.467277, -0.337902, -0.434973], [0.684357, -2.291302, 0.147827]], "atomic_forces_ev_per_a": [[0.0, 0.2, -0.2], [0.3, -0.1, 0.2], [-0.2, 0.0, 0.0], [0.0, -0.2, 0.3], [0.0, 0.3, 0.0], [-0.1, -0.2, -0.4], [0.0, -0.3, 0.2], [0.3, 0.0, -0.2], [-0.3, 0.2, -0.1], [0.2, 0.3, 0.1], [0.1, -0.3, -0.1], [-0.4, 0.1, 0.1], [0.1, -0.2, -0.2], [0.2, 0.2, 0.0], [-0.2, 0.0, 0.1], [-0.1, -0.1, 0.1], [0.1, -0.2, -0.1], [0.0, 0.3, -0.1], [0.0, -0.2, 0.2], [0.4, 0.2, -0.3], [-0.2, 0.1, 0.0], [0.3, 0.0, -0.3], [-0.2, 0.2, 0.3], [0.0, -0.2, 0.0], [0.0, 0.4, 0.0], [0.2, -0.2, -0.1], [-0.3, -0.1, 0.1], [0.2, -0.2, 0.1], [-0.1, 0.3, 0.2], [-0.1, -0.1, -0.3], [1.1, -0.1, 0.4], [-2.8, -0.9, -1.4], [1.0, 0.0, 0.0], [-0.2, 0.6, 0.1], [-0.2, 0.2, -0.4], [0.0, -0.1, 0.5], [0.2, 0.9, 0.9], [0.5, -0.5, 0.3], [0.3, -0.1, -0.3], [-0.9, 2.0, 0.3], [-0.8, 1.1, -0.4], [1.1, -2.0, 0.4], [0.2, -0.3, 0.2], [-0.2, 0.3, -0.1], [-0.4, -0.1, -0.5], [-0.1, 0.1, 0.0], [1.1, -0.7, -0.2], [0.0, -0.5, 0.3], [-0.1, -0.5, -0.6], [2.1, 0.7, -1.1], [-2.7, -0.1, 1.0], [-0.4, -0.1, 0.0], [0.1, 0.0, 0.5], [0.3, 0.0, 0.1], [-0.1, -0.2, 0.5], [0.6, 0.1, -0.3], [0.3, 0.0, 0.0], [0.3, -1.1, 1.3], [0.3, 0.4, -0.9], [-0.5, 0.5, 0.2], [0.3, -0.1, 0.0], [0.0, -0.2, -0.1], [-0.1, 0.3, -0.4], [0.1, 0.1, -0.1], [0.0, -0.2, -0.5], [-0.5, 0.4, 0.5], [0.4, 1.3, -0.7], [-1.3, 0.5, 0.5], [1.1, -1.2, 0.1], [0.7, -0.3, 0.1], [0.2, 0.0, -0.3], [-0.3, 0.0, -0.3], [-0.1, -0.1, 0.7], [-0.8, 0.0, -0.3], [0.1, -0.3, 0.2]]}

# 2
{"formula": "C10H50O20", "method": "wB97M-V/def2-TZVPD", "max_force_ev_per_a": 2.627, "spin_multiplicity": 1, "orbital_gap_ev": 9.8, "e_above_lowest_kcal_mol": 13.5, "e_homo_ha": -0.3548, "elements": ["O", "H", "H", "O", "H", "H", "O", "H", "H", "O", "H", "H", "O", "H", "H", "O", "H", "H", "O", "H", "H", "O", "H", "H", "O", "H", "H", "O", "H", "H", "C", "C", "O", "O", "H", "H", "H", "H", "H", "H", "C", "C", "O", "O", "H", "H", "H", "H", "H", "H", "C", "C", "O", "O", "H", "H", "H", "H", "H", "H", "C", "C", "O", "O", "H", "H", "H", "H", "H", "H", "C", "C", "O", "O", "H", "H", "H", "H", "H", "H"], "positions_angstrom": [[0.562836, -2.848335, -3.114473], [0.014716, -2.589915, -3.863424], [0.302715, -2.342629, -2.332716], [3.958241, 0.340136, -0.005114], [3.465545, 0.094515, -0.793632], [3.938633, -0.453141, 0.585688], [-4.450482, 0.607050, -0.863195], [-4.253133, 1.502416, -1.204868], [-4.180548, 0.701131, 0.081176], [1.037126, 1.583455, 3.755266], [0.764161, 2.240100, 4.404485], [1.441886, 2.040015, 2.988857], [1.983985, -2.814316, 4.081486], [1.092196, -3.210681, 3.951082], [2.443428, -3.479440, 4.575987], [-3.447490, 3.181399, -1.867729], [-2.963451, 2.605554, -2.487358], [-4.165863, 3.614047, -2.368616], [-0.340874, -2.901208, 2.846567], [-0.512660, -3.238409, 1.952637], [-0.217203, -1.971252, 2.585044], [2.658462, 2.596319, 1.422841], [2.960780, 1.835890, 0.916851], [3.175448, 3.377358, 1.183859], [-1.981634, -3.601792, 0.140492], [-2.199408, -4.515429, -0.137287], [-1.872610, -3.111824, -0.649217], [3.196774, -2.324652, 1.367639], [2.723403, -2.310011, 2.188354], [3.150763, -3.231835, 1.099705], [-0.813503, 4.251843, 0.487352], [-0.133197, 5.580918, 0.551971], [1.248333, 5.417615, 1.215433], [0.065325, 3.221738, -0.073705], [-1.676751, 4.235864, -0.139538], [-1.177111, 3.963432, 1.439508], [-0.782870, 6.206710, 1.185138], [-0.032770, 6.038867, -0.445066], [1.174212, 5.777005, 2.151879], [0.738127, 3.021500, 0.588502], [2.912475, -6.208984, -1.967647], [2.674132, -4.829152, -1.402537], [2.945335, -4.884959, -0.005641], [1.937806, -7.096867, -1.398601], [3.909771, -6.543889, -1.665652], [2.807587, -6.237901, -3.026801], [1.666538, -4.505000, -1.681465], [3.367065, -4.072104, -1.871355], [2.349500, -5.575902, 0.255408], [2.467871, -7.848493, -1.130925], [-0.842668, 2.064296, -4.401310], [-0.072739, 3.220794, -3.867704], [0.827030, 2.922984, -2.823583], [-1.914981, 1.727384, -3.525217], [-0.244814, 1.162831, -4.537455], [-1.248242, 2.377277, -5.376584], [-0.802293, 3.937544, -3.519430], [0.570828, 3.646719, -4.695181], [0.401670, 3.171354, -1.985688], [-1.662568, 1.043953, -2.868696], [-2.973101, 1.307018, 2.967786], [-1.897488, 0.398774, 3.540782], [-0.958918, -0.020698, 2.566322], [-3.834713, 0.645989, 2.030243], [-2.465635, 2.150424, 2.477963], [-3.628645, 1.679159, 3.746547], [-2.314858, -0.359753, 4.146172], [-1.453977, 1.017119, 4.342213], [-0.091812, 0.397290, 2.848744], [-4.262002, -0.123142, 2.395631], [0.291051, -0.371507, -0.620453], [-1.130704, 0.084074, -0.555707], [-1.800473, -0.416604, -1.731209], [0.330344, -1.763443, -0.593660], [0.849943, 0.047589, 0.200729], [0.695691, 0.027331, -1.562540], [-1.165033, 1.152286, -0.577442], [-1.633121, -0.116038, 0.370872], [-2.728321, -0.237233, -1.503747], [1.226934, -2.060528, -0.395042]], "atomic_forces_ev_per_a": [[0.3, -0.4, -0.5], [0.0, 0.1, 0.3], [-0.3, 0.2, 0.1], [-0.1, -0.4, 0.8], [0.0, -0.1, 0.0], [-0.1, 0.5, -0.7], [0.7, 0.4, 0.6], [-0.2, -0.2, 0.0], [-0.3, -0.2, -0.5], [0.0, 0.0, -0.5], [0.2, 0.0, -0.3], [0.1, 0.1, 0.5], [-0.7, -0.1, -0.2], [0.4, 0.6, -0.4], [0.7, -0.4, 0.5], [-0.9, 0.4, 0.2], [0.2, 0.3, -0.5], [0.6, -0.4, 0.3], [-0.1, 0.3, -1.0], [-0.3, -0.6, 0.2], [-0.2, 0.2, 0.7], [-0.7, 0.4, 0.5], [0.7, -0.3, -0.4], [-0.2, -0.4, -0.1], [-0.4, -1.8, 1.3], [0.2, 0.9, 0.2], [0.3, 0.9, -1.3], [0.3, 1.2, -0.7], [-0.5, 0.1, 1.2], [0.1, -1.1, -0.6], [1.5, -1.3, -1.2], [1.3, 0.2, 1.2], [-2.4, 1.0, 0.6], [-1.1, 0.8, 0.5], [-0.6, 0.4, -0.7], [0.0, -0.5, 1.3], [0.5, 0.2, -0.3], [0.4, -0.2, 0.5], [0.0, -0.6, -1.9], [0.5, 0.1, 0.0], [0.0, 0.2, 0.6], [1.1, 0.8, -1.2], [-0.1, 0.7, -0.4], [0.4, 0.0, 0.2], [0.0, 0.1, -0.2], [0.0, 0.1, -1.0], [-0.1, 0.0, 0.5], [-0.5, -0.8, 0.5], [-0.5, -0.7, 0.8], [-0.4, -0.4, 0.2], [-0.4, -0.5, 0.0], [1.6, 0.6, -0.8], [-0.3, -0.2, 0.4], [-0.3, -0.2, 0.1], [0.3, 0.1, -0.2], [-0.2, -0.3, 0.3], [-0.2, 0.6, -0.2], [-0.9, -0.2, 0.6], [0.4, -0.3, 0.1], [0.1, -0.2, -0.5], [-0.2, -0.9, -0.3], [0.2, 2.0, 0.3], [1.0, 0.5, 0.9], [0.6, 0.8, -1.0], [-0.5, -0.3, -0.2], [0.2, 0.3, 0.5], [-0.6, -1.7, 0.0], [0.5, 0.0, -0.4], [-1.1, -0.4, -0.3], [0.0, -0.3, 0.5], [-0.2, 1.0, -0.3], [0.1, 0.2, -0.6], [-0.2, 0.2, 0.7], [0.2, -1.2, 0.0], [0.3, 0.3, 0.4], [0.2, -0.1, 0.0], [0.4, 1.0, -0.2], [-0.3, -1.0, 0.3], [-0.5, -0.2, -0.4], [0.0, 0.0, 0.2]]}